[1]
Computed, not measured: a 2-piece molecular cluster, C6H14N2O2 overall, with ωB97M-V with the def2-TZVPD basis set.

Last column: Löwdin charge in e.
Cartesian coordinates (Å):
C: -4.4615 0.1418 -1.5071  -0.11
C: -4.5873 -0.4959 -2.8515  -0.25
N: -3.8907 0.2895 -3.8833  0.02
C: -4.3535 0.8376 -4.9921  -0.44
O: -5.4715 0.8427 -5.3903  0.03
H: -3.4126 0.4454 -1.3516  0.07
H: -4.7504 -0.5517 -0.6995  0.08
H: -5.1002 1.0389 -1.4457  0.08
H: -4.2025 -1.5332 -2.8135  0.12
H: -5.6643 -0.5455 -3.1027  0.12
H: -2.8788 0.3412 -3.7423  0.14
H: -3.5943 1.3074 -5.6635  0.13
C: 4.4057 1.2214 2.2853  -0.11
C: 4.8988 -0.0604 2.8019  -0.29
N: 3.8647 -0.7175 3.5355  -0.01
C: 4.0964 -1.8197 4.2128  -0.38
O: 5.2344 -2.1845 4.5380  -0.01
H: 5.2420 1.9292 2.1583  0.09
H: 3.6906 1.6479 3.0087  0.08
H: 3.8953 1.1021 1.3147  0.08
H: 5.2443 -0.7564 2.0134  0.13
H: 5.7375 0.0905 3.5086  0.13
H: 2.9178 -0.3404 3.4477  0.14
H: 3.1400 -2.2304 4.6183  0.13

The SMILES is CCNC=O.CCNC=O. For the electronic energy, the calculation gives -13524.08923 eV.

[2]
Computed, not measured: a 2-piece molecular cluster, C4H10OSi overall, with ωB97M-V with the def2-TZVPD basis set.

Last column: Löwdin charge in e.
Cartesian coordinates (Å):
C: -0.8725 0.4264 -0.5954  -0.20
Si: -0.5922 -1.1893 0.3314  0.39
C: -1.4250 -0.8902 2.0244  -0.20
O: -1.0501 -2.3761 -0.6121  -0.19
H: -0.0449 0.5576 -1.3609  0.03
H: -1.8981 0.4851 -0.9033  0.02
H: -0.7092 1.2617 0.1450  0.04
H: 0.7371 -1.3614 0.7550  -0.03
H: -1.9033 0.0817 2.0436  0.01
H: -2.1799 -1.5551 2.2566  -0.02
H: -0.8171 -0.7401 2.9212  0.03
H: -0.8112 -3.3307 -0.3757  0.11
C: 2.9269 2.2285 -2.2536  0.01
C: 2.9629 1.8738 -1.1068  0.00
H: 3.1373 2.7499 -3.1104  -0.01
H: 2.5391 1.7782 -0.1590  0.00

The SMILES is C[SiH](C)O.C#C. For the electronic energy, the calculation gives -14233.54761 eV.

[3]
Computed, not measured: C43H41MnN6O3S2 as an isolated structure, with ωB97M-V with the def2-TZVPD basis set.

Last column: Löwdin spin population.
Cartesian coordinates (Å):
Mn: -0.0396 -0.3655 -0.8123  1.06
O: 6.1199 -2.9856 0.7505  0.00
C: 5.1853 -3.7937 0.0639  0.00
C: 3.9204 -3.0104 -0.1318  0.00
C: 2.6922 -3.6483 -0.2610  0.00
C: 1.5434 -2.8884 -0.4101  0.00
N: 1.5690 -1.5627 -0.4513  -0.01
C: 2.7641 -0.9483 -0.4988  0.00
C: 3.9510 -1.6308 -0.2884  0.00
C: 2.6868 0.4365 -0.9608  0.00
C: 3.6646 1.3907 -0.7110  0.00
C: 3.5092 2.6773 -1.1939  0.00
C: 4.5202 3.7493 -0.8689  0.00
O: 5.7635 3.2435 -0.4364  0.00
C: 2.3778 2.9516 -1.9629  0.00
C: 1.4516 1.9526 -2.1721  0.00
N: 1.5644 0.7205 -1.6666  0.00
H: 6.9549 -3.4544 0.8230  0.00
H: 4.9616 -4.7090 0.6208  0.00
H: 5.5696 -4.0927 -0.9196  0.00
H: 2.6292 -4.7283 -0.2727  0.00
H: 0.3660 -4.4766 -1.1149  0.00
H: 4.9023 -1.1166 -0.2931  0.00
H: 4.5267 1.1478 -0.1048  0.00
H: 4.1331 4.3395 -0.0341  0.00
H: 4.6331 4.4262 -1.7222  0.00
H: 6.2103 2.8174 -1.1751  0.00
H: 2.2256 3.9320 -2.3959  0.00
H: 0.5706 2.1375 -2.7745  0.00
S: -4.6326 -1.1791 -3.8706  0.00
C: -6.2348 -1.1203 -4.4687  0.00
C: -6.8034 0.0990 -4.2734  0.00
C: -5.9338 1.0067 -3.6290  0.00
C: -4.7042 0.4727 -3.3399  0.00
C: -3.6068 1.0871 -2.6089  0.00
C: -2.4302 0.3781 -2.3193  0.00
N: -1.4792 0.8111 -1.5085  0.00
C: -1.6363 2.0252 -0.9247  0.00
C: -2.6848 2.8894 -1.2974  0.00
C: -2.6899 4.2289 -0.7813  0.00
C: -1.7199 4.6558 0.0547  0.00
C: -0.6910 3.7674 0.5128  0.00
C: 0.3446 4.1677 1.3558  0.00
C: 1.3189 3.2565 1.7407  0.00
C: 1.1272 1.9166 1.3545  0.00
N: 0.1644 1.5076 0.5596  0.00
C: -0.7006 2.4306 0.0668  0.00
C: 2.5144 3.6552 2.4691  0.00
C: 3.4886 2.8765 3.0360  0.00
C: 4.5591 3.6230 3.5819  0.00
C: 4.3998 4.9622 3.4158  0.00
S: 2.9413 5.3363 2.6045  0.00
C: -3.6830 2.3921 -2.1313  0.00
H: -6.6630 -2.0015 -4.9181  0.00
H: -7.8102 0.3453 -4.5762  0.00
H: -6.2215 2.0194 -3.3859  0.00
H: -2.2562 -0.5907 -2.7743  0.00
H: -3.4802 4.8962 -1.1016  0.00
H: -1.7086 5.6782 0.4123  0.00
H: 0.3899 5.1924 1.7042  0.00
H: 1.8075 1.1513 1.7109  0.00
H: 3.4463 1.7964 3.0664  0.00
H: 5.4089 3.1830 4.0818  0.00
H: 5.0575 5.7599 3.7210  0.00
H: -4.5244 3.0170 -2.3994  0.00
C: -4.0275 -1.0627 0.3172  0.00
C: -2.7397 -0.5115 0.8596  0.00
N: -2.8598 0.4309 1.8144  0.00
O: -1.6339 -0.9089 0.5013  0.01
H: -4.4180 -1.8003 1.0206  0.00
H: -3.8378 -1.5612 -0.6281  0.00
H: -4.7750 -0.2777 0.1863  0.00
H: -3.7572 0.7228 2.1589  0.00
H: -2.0328 0.8454 2.2113  0.00
C: -1.8701 -2.5697 3.1382  0.00
N: -1.1476 -3.8086 2.9247  0.00
C: -0.5018 -4.2423 4.1508  0.00
C: -0.1794 -3.7094 1.8463  0.00
C: -0.7500 -3.6362 0.4565  -0.02
C: -2.0441 -3.8545 0.1233  0.00
C: -2.5402 -3.5673 -1.1818  -0.02
C: -1.7560 -2.8331 -2.0671  0.01
C: -0.4182 -2.6121 -1.8008  -0.02
C: 0.2054 -3.4542 -0.7086  -0.01
H: -2.5112 -2.6767 4.0136  0.00
H: -2.4869 -2.3526 2.2721  0.00
H: -1.1898 -1.7128 3.2989  0.00
H: -1.2381 -4.2907 4.9528  0.00
H: 0.3084 -3.5633 4.4676  0.00
H: -0.0860 -5.2403 4.0123  0.00
H: 0.4751 -4.5908 1.9149  0.00
H: 0.4857 -2.8310 1.9961  0.00
H: -2.7309 -4.2024 0.8869  0.00
H: -3.5668 -3.7965 -1.4373  0.00
H: -2.2212 -2.4222 -2.9587  0.00
H: 0.2447 -2.1144 -2.5069  0.00

As for the total charge: +1. As for the spin multiplicity: 2. The expectation value of S² is 0.9439. For the electronic energy, the calculation gives -113324.88497 eV.

[4]
Computed, not measured: a 2-piece molecular cluster, C6H11N5O2 overall, with ωB97M-V with the def2-TZVPD basis set.

Last column: Löwdin charge in e.
Cartesian coordinates (Å):
C: 0.3606 -1.5478 -0.6896  -0.37
C: 0.2299 -1.6108 0.7184  -0.32
C: -3.1833 0.0443 1.6592  -0.48
C: 0.0406 -0.2042 -1.2546  -0.12
C: 0.5132 1.0069 -0.4454  -0.28
C: 0.0099 0.7754 0.9809  -0.36
N: 0.6339 -2.6388 -1.3981  0.07
N: 0.0025 -0.4853 1.3888  0.13
N: 0.2010 -2.8519 1.4715  0.10
N: -0.0388 2.3084 -1.0236  0.04
N: 0.0751 1.7751 1.8701  0.13
O: -3.2977 0.4192 0.5947  0.23
O: -3.1424 -0.3316 2.7255  0.23
H: 0.4331 -0.0796 -2.1961  0.08
H: -1.0597 0.0057 -1.4255  0.14
H: 1.6755 0.9796 -0.3404  0.18
H: 0.4604 -2.4562 -2.3811  0.01
H: -0.0695 -0.7066 2.3798  0.17
H: -0.1112 -3.5479 0.8531  0.05
H: 0.9950 -3.2970 1.6794  0.01
H: 0.7512 2.8668 -1.3273  0.06
H: -0.6927 2.1807 -1.8255  0.09
H: -0.5327 1.6849 2.6671  0.10
H: 0.0718 2.6704 1.3928  0.09

For the electronic energy, the calculation gives -17944.19362 eV.